An isolated molecule of C4H5NO. Source: the OMol25 dataset; level of theory: the ωB97M-V functional and the def2-TZVPD basis.

```
11
Properties=species:S:1:pos:R:3:nbo_charge:R:1
C 0.19372 -0.73578 1.28936 -0.626
C -0.22849 -0.02158 0.04339 -0.169
C -0.48219 -0.47148 -1.28272 -0.042
N -0.27378 0.46578 -2.17118 -0.116
O 0.10689 1.57184 -1.45597 -0.271
C 0.11491 1.27359 -0.15571 0.128
H -0.04837 -0.15782 2.18971 0.224
H -0.16060 -1.75448 1.43605 0.223
H 1.27866 -0.81712 1.18896 0.222
H -0.88181 -1.42854 -1.59107 0.218
H 0.38200 2.08927 0.50260 0.208
```

- Max |F|: 0.7 eV Å⁻¹
- Total energy: -285.34977 Ha
- HOMO-LUMO gap: 10.5 eV
- LUMO energy: 0.034 hartree
- Relative energy (zero: lowest compared OMol25 entry of this formula, charge and spin): 1.764 eV
- HOMO: -9.56 eV
- SMILES: Cc1cnoc1